No. 1
Here is C5H10O in the gas phase from OMol25. Energies are from wB97M-V/def2-TZVPD.

Each line ends with the natural charge from an NBO analysis.
Atoms and positions in Å:
C 1.8258 -0.2991 0.2054  -0.759
C 0.6266 -1.1135 0.6114  0.068
C -0.6586 -0.3428 0.5892  -0.372
C -0.7318 1.1747 0.7549  -0.641
C -0.7943 -0.8556 -0.8568  -0.057
O -0.4526 -0.0118 -1.9052  -0.695
H 1.6837 0.4677 -0.5737  0.213
H 2.6786 -0.9314 -0.0660  0.223
H 2.1042 0.2329 1.1345  0.249
H -0.0767 -1.7406 -0.8550  0.241
H -1.4275 -0.8136 1.2161  0.211
H -1.7307 1.5559 0.5004  0.214
H -0.5431 1.4439 1.8006  0.228
H 0.0085 1.7096 0.1503  0.206
H -1.7418 -1.3538 -1.0126  0.198
H -0.7702 0.8775 -1.6935  0.472

Atoms 1-2, force components in eV/Å:
C -0.05 -0.17 -0.25
C -0.04 0.53 0.49

Properties
Energy above the lowest of the compared OMol25 structures with the same formula, charge and spin (kJ/mol): 404.2
Orbital gap (eV): 8.74
E_HOMO (eV): -7.969
Charge: 0

***

No. 2
Here is 2 unconnected molecules or ions with the total composition C5H10O from OMol25. Energies are from wB97M-V/def2-TZVPD.

Each line ends with the natural charge from an NBO analysis.
Atoms and positions in Å:
O -1.8668 0.1088 0.9625  -0.536
C -1.5562 0.2526 -0.1986  0.452
C -0.1741 0.0241 -0.7481  -0.336
C 0.8060 -0.6474 0.2345  -0.398
C 1.3974 0.7362 0.5855  -0.403
C 0.6477 1.3551 -0.6214  -0.379
H -2.2979 0.6295 -0.9387  0.110
H -0.2364 -0.3850 -1.7637  0.220
H 1.5189 -1.3010 -0.2780  0.208
H 0.3282 -1.1901 1.0532  0.227
H 1.0309 1.1182 1.5449  0.214
H 2.4889 0.8171 0.5693  0.206
H 0.0610 2.2574 -0.4094  0.207
H 1.2844 1.5552 -1.4926  0.212
H -1.8183 -2.3466 0.9357  0.012
H -1.6088 -3.0095 0.6704  -0.016

Atoms 1-2, force components in eV/Å:
O 0.11 0.08 -0.56
C 0.00 -0.01 0.28

Properties
Energy above the lowest of the compared OMol25 structures with the same formula, charge and spin (kJ/mol): 201.3
Orbital gap (eV): 10.84
E_HOMO (eV): -9.806
SMILES string: O=CC1CCC1.[H][H]
Charge: 0

***

No. 3
Here is C5H10O in the gas phase from OMol25. Energies are from wB97M-V/def2-TZVPD.

Each line ends with the natural charge from an NBO analysis.
Atoms and positions in Å:
C 1.2869 1.2457 -0.0433  -0.596
C 1.0186 -0.2003 -0.3997  -0.210
C 0.5864 -1.1752 0.6607  -0.427
C -0.3436 -0.8478 -0.4757  -0.258
C -1.6973 -0.1764 -0.2750  -0.059
O -1.6857 1.1797 0.1270  -0.710
H 1.1204 1.9134 -0.8940  0.216
H 0.6490 1.5951 0.7709  0.198
H 2.3280 1.3536 0.2827  0.206
H 1.7281 -0.5946 -1.1265  0.210
H 1.0369 -2.1633 0.7064  0.215
H 0.3476 -0.7536 1.6372  0.198
H -0.4099 -1.6303 -1.2317  0.215
H -2.2359 -0.1852 -1.2275  0.182
H -2.2899 -0.7806 0.4305  0.160
H -1.4397 1.2198 1.0581  0.459

Atoms 1-2, force components in eV/Å:
C 0.00 0.04 0.02
C 0.09 0.03 -0.09

Properties
Energy above the lowest of the compared OMol25 structures with the same formula, charge and spin (kJ/mol): 128.6
Orbital gap (eV): 10.95
E_HOMO (eV): -9.954
SMILES string: C[C@H]1C[C@H]1CO
Charge: 0

***

No. 4
Here is C5H10O in the gas phase from OMol25. Energies are from wB97M-V/def2-TZVPD.

Each line ends with the natural charge from an NBO analysis.
Atoms and positions in Å:
C -0.5376 1.3565 -0.6667  -0.616
C -0.4553 -0.0100 0.1446  -0.240
C -1.4769 -1.0316 -0.3682  -0.616
C 0.9489 -0.5259 0.0882  0.061
C 1.9457 -0.0476 1.0297  -0.116
O 1.4072 -1.3613 1.1400  -0.490
H -0.0067 2.1571 -0.1347  0.212
H -1.5524 1.7624 -0.8475  0.213
H -0.0780 1.2975 -1.6664  0.207
H -0.7245 0.2054 1.1913  0.211
H -2.2083 -0.2825 -0.6079  0.210
H -1.9308 -1.7325 0.3443  0.220
H -1.1993 -1.6021 -1.2683  0.207
H 1.2610 -0.8529 -0.9080  0.179
H 2.9839 0.0228 0.7209  0.182
H 1.6233 0.6448 1.8087  0.178

Atoms 1-2, force components in eV/Å:
C 0.17 -0.22 0.18
C 0.01 0.44 -0.17

Properties
Energy above the lowest of the compared OMol25 structures with the same formula, charge and spin (kJ/mol): 161.5
Orbital gap (eV): 11.31
E_HOMO (eV): -10.213
SMILES string: CC(C)[C@H]1CO1
Charge: 0

***

No. 5
Here is 2 unconnected molecules or ions with the total composition C5H10O from OMol25. Energies are from wB97M-V/def2-TZVPD.

Each line ends with the natural charge from an NBO analysis.
Atoms and positions in Å:
C 1.3436 1.1867 -1.4927  -0.244
C 0.7840 0.6628 -0.5596  -0.090
C -0.3137 0.9304 0.7109  -0.431
C -1.7110 1.1494 0.1573  -0.616
H 1.8900 1.5919 -2.2989  0.237
H -0.2858 0.3012 1.6055  0.239
H 0.1148 1.8580 1.0848  0.238
H -2.3857 1.4583 0.9570  0.219
H -2.1094 0.2353 -0.2852  0.209
H -1.7003 1.9183 -0.6134  0.223
C 1.0165 -2.1180 -0.0008  -0.230
O 0.0199 -1.9350 0.9150  -0.734
H 1.1648 -0.9546 -0.4450  0.180
H 0.7366 -2.7362 -0.8555  0.154
H 1.9427 -2.4345 0.4762  0.172
H -0.5072 -1.1139 0.6444  0.474

Atoms 1-2, force components in eV/Å:
C -0.07 -0.22 0.26
C -2.69 1.93 2.57

Properties
Energy above the lowest of the compared OMol25 structures with the same formula, charge and spin (kJ/mol): 448.3
Orbital gap (eV): 9.72
E_HOMO (eV): -8.908
SMILES string: C#CCC.CO
Charge: 0

***

No. 6
Here is a molecular structure, C5H10O from OMol25. Energies are from wB97M-V/def2-TZVPD.

Each line ends with the natural charge from an NBO analysis.
Atoms and positions in Å:
C 2.0546 -0.2970 0.1136  -0.608
C 0.9599 0.5162 -0.5656  -0.548
C -0.2449 -0.3409 -0.9200  0.248
C -1.2042 -0.7444 0.7259  -0.660
C -1.6726 0.6086 -0.2544  -0.038
O -1.2233 0.4875 -1.5578  -0.547
H 2.2102 -1.2429 -0.4174  0.219
H 1.7870 -0.5310 1.1503  0.195
H 3.0025 0.2488 0.1322  0.214
H 1.2936 0.8265 -1.5720  0.241
H 0.7635 1.4572 -0.0274  0.196
H -0.2260 -1.1163 1.1028  0.256
H -1.6504 -0.2557 1.5926  0.204
H -1.7859 -1.6351 0.4554  0.239
H -1.3062 1.5207 0.2277  0.179
H -2.7579 0.4979 -0.1860  0.210

Atoms 1-2, force components in eV/Å:
C 0.07 -0.03 0.07
C 0.18 0.01 -0.29

Properties
Energy above the lowest of the compared OMol25 structures with the same formula, charge and spin (kJ/mol): 536.4
Orbital gap (eV): 8.67
E_HOMO (eV): -7.779
Charge: 0

***

No. 7
Here is a molecular structure, C5H10O from OMol25. Energies are from wB97M-V/def2-TZVPD.

Each line ends with the natural charge from an NBO analysis.
Atoms and positions in Å:
C 0.1294 -1.4591 1.6129  -0.621
C -0.7397 -0.5318 0.6822  -0.353
C -0.3411 0.4445 -0.9736  -0.191
C -0.0459 1.9257 -1.2685  -0.643
C 0.8535 -0.2585 -0.6198  0.343
O 1.7736 0.2599 -0.0020  -0.644
H 1.0385 -0.9861 1.9959  0.240
H -0.5071 -1.7116 2.4788  0.219
H 0.4325 -2.4215 1.1773  0.210
H -1.5567 -1.1388 0.3005  0.203
H -1.0710 0.2979 1.2928  0.219
H -1.0656 -0.0100 -1.6552  0.215
H 0.0988 2.5060 -0.3633  0.234
H 0.9342 1.9595 -1.7793  0.234
H -0.7680 2.4301 -1.9247  0.215
H 0.8347 -1.3060 -0.9539  0.120

Atoms 1-2, force components in eV/Å:
C -0.02 0.24 -0.28
C -0.57 0.33 -0.05

Properties
Energy above the lowest of the compared OMol25 structures with the same formula, charge and spin (kJ/mol): 279.3
Orbital gap (eV): 10.02
E_HOMO (eV): -9.005
Charge: 0

***

No. 8
Here is 2 unconnected molecules or ions with the total composition C5H10O from OMol25. Energies are from wB97M-V/def2-TZVPD.

Each line ends with the natural charge from an NBO analysis.
Atoms and positions in Å:
C -1.2304 -1.7482 -0.9086  -0.409
C -1.1530 -1.6633 0.4093  -0.169
C -1.3414 -2.7996 1.3674  -0.657
H -1.1908 -0.8192 -1.4654  0.194
H -1.1840 -2.6719 -1.4719  0.189
H -0.8896 -0.6916 0.8246  0.206
H -0.8899 -2.5399 2.3262  0.212
H -0.8956 -3.7430 1.0416  0.214
H -2.3922 -2.9999 1.5817  0.220
C 1.3083 3.2848 -0.8694  -0.722
C 1.9448 2.1676 -0.1090  0.440
O 1.3828 1.1694 0.2532  -0.520
H 1.3185 4.1275 -0.1721  0.235
H 1.8896 3.5851 -1.7383  0.232
H 0.2912 3.0745 -1.1743  0.234
H 3.0318 2.2679 0.1049  0.101

Atoms 1-2, force components in eV/Å:
C 0.52 0.45 -0.19
C 0.00 -0.22 -0.01

Properties
Energy above the lowest of the compared OMol25 structures with the same formula, charge and spin (kJ/mol): 149.0
Orbital gap (eV): 10.25
E_HOMO (eV): -9.215
SMILES string: C=CC.CC=O
Charge: 0

***

No. 9
Here is a molecular structure, C5H10O from OMol25. Energies are from wB97M-V/def2-TZVPD.

Each line ends with the natural charge from an NBO analysis.
Atoms and positions in Å:
C -1.9330 0.4259 0.3759  -0.678
C -1.0795 -0.4114 -0.5544  0.331
O -0.7296 0.0798 -1.6553  -0.621
C 0.5720 -0.5292 0.7099  -0.315
C 1.7434 -0.5517 0.0498  -0.120
C 1.3076 0.7679 0.5653  -0.434
H -1.4934 1.4181 0.5099  0.227
H -2.0712 -0.0534 1.3499  0.208
H -2.9133 0.5504 -0.0975  0.229
H -1.2281 -1.5054 -0.4867  0.135
H 0.7829 -0.2108 -1.8868  0.190
H 0.1378 -1.1163 1.5056  0.245
H 2.6438 -1.1393 -0.0533  0.242
H 1.5085 -0.4245 -1.5733  -0.047
H 0.8992 1.4867 -0.1564  0.207
H 1.8528 1.2131 1.3975  0.202

Atoms 1-2, force components in eV/Å:
C 0.01 0.04 0.05
C -0.05 0.06 -0.11

Properties
Energy above the lowest of the compared OMol25 structures with the same formula, charge and spin (kJ/mol): 539.6
Orbital gap (eV): 9.46
E_HOMO (eV): -9.079
Charge: 0

***

No. 10
Here is 2 unconnected molecules or ions with the total composition C5H10O from OMol25. Energies are from wB97M-V/def2-TZVPD.

Each line ends with the natural charge from an NBO analysis.
Atoms and positions in Å:
C -2.2190 -0.4972 0.3256  -0.476
C -1.6495 -0.4650 -0.8248  -0.166
C 0.0795 -0.9246 -1.0083  -0.725
H -1.3991 -0.3724 1.2383  0.284
H -3.2238 -0.2051 0.5795  0.206
H -1.9073 -0.0837 -1.7976  0.193
H 0.6025 -1.4744 -0.2298  0.228
H 0.6189 -0.2724 -1.6926  0.209
H -0.2447 -1.7574 -1.6348  0.234
C 1.9720 0.8208 0.6193  -0.713
C 0.4775 0.7973 0.7380  0.458
O -0.0957 0.2616 1.7129  -0.577
H 2.2730 0.9116 -0.4249  0.223
H 2.4140 -0.0638 1.0737  0.234
H 2.3392 1.7152 1.1248  0.246
H -0.0376 1.6094 0.2008  0.140

Atoms 1-2, force components in eV/Å:
C 1.19 0.85 3.63
C 4.69 0.00 -1.43

Properties
Energy above the lowest of the compared OMol25 structures with the same formula, charge and spin (kJ/mol): 393.4
Orbital gap (eV): 10.15
E_HOMO (eV): -9.299
SMILES string: C=CC.CC=O
Charge: 0